(one)
A 6-piece molecular cluster, C36H36O12 overall. Source: the OMol25 dataset; level of theory: the ωB97M-V functional and the def2-TZVPD basis.

Properties
Structure (SMILES): Oc1ccc(O)cc1.Oc1ccc(O)cc1.Oc1ccc(O)cc1.Oc1ccc(O)cc1.Oc1ccc(O)cc1.Oc1ccc(O)cc1
Highest occupied orbital energy, eV: -7.661
Total charge: 0
LUMO, eV: 0.360

Geometry as XYZ:
```
84
C36H36O12 (the ωB97M-V functional and the def2-TZVPD basis)
O -1.070 8.507 -1.623
C -1.485 7.245 -1.038
C -1.640 7.103 0.327
C -1.958 5.837 0.833
C -2.142 4.738 0.006
O -2.651 3.601 0.606
C -2.065 4.950 -1.414
C -1.703 6.201 -1.947
H -1.319 9.212 -0.987
H -1.507 7.911 1.002
H -2.153 5.669 1.861
H -2.692 2.973 -0.043
H -2.291 4.091 -2.118
H -1.664 6.456 -3.007
O -7.206 -0.766 0.857
C -6.272 -0.140 1.638
C -6.086 1.179 1.397
C -4.877 1.795 1.787
C -3.944 1.140 2.522
O -2.754 1.750 2.901
C -4.256 -0.127 2.940
C -5.360 -0.819 2.470
H -7.324 -1.682 1.053
H -6.698 1.701 0.712
H -4.708 2.867 1.519
H -2.590 2.491 2.306
H -3.575 -0.542 3.671
H -5.613 -1.880 2.596
O 3.493 -3.078 -0.657
C 3.102 -4.276 -1.152
C 1.794 -4.534 -1.631
C 1.493 -5.794 -2.171
C 2.469 -6.764 -2.244
O 2.251 -8.031 -2.782
C 3.730 -6.541 -1.790
C 4.072 -5.284 -1.238
H 2.643 -2.539 -0.609
H 0.959 -3.878 -1.525
H 0.433 -6.005 -2.397
H 1.252 -8.070 -2.885
H 4.474 -7.344 -1.815
H 5.128 -5.042 -0.958
O 2.232 -2.698 2.861
C 2.340 -4.053 2.602
C 1.121 -4.728 2.647
C 1.177 -6.133 2.415
C 2.352 -6.847 2.061
O 2.378 -8.134 1.735
C 3.480 -6.116 2.191
C 3.453 -4.701 2.350
H 3.028 -2.166 2.901
H 0.220 -4.196 2.866
H 0.228 -6.717 2.495
H 1.559 -8.509 2.100
H 4.451 -6.509 2.128
H 4.379 -4.119 2.439
O 3.855 1.763 -1.689
C 3.324 3.093 -1.637
C 3.754 4.119 -0.746
C 3.077 5.317 -0.765
C 2.039 5.592 -1.699
O 1.554 6.870 -1.673
C 1.489 4.523 -2.413
C 2.201 3.360 -2.433
H 4.648 1.713 -1.063
H 4.560 3.990 -0.043
H 3.457 6.073 -0.094
H 0.877 6.935 -2.331
H 0.589 4.649 -2.978
H 1.883 2.578 -3.133
O 1.421 -1.554 0.325
C 0.384 -0.714 -0.084
C 0.752 0.415 -0.793
C -0.223 1.188 -1.377
C -1.553 0.832 -1.180
O -2.520 1.792 -1.615
C -1.927 -0.275 -0.417
C -0.963 -1.042 0.193
H 1.241 -1.877 1.185
H 1.783 0.634 -0.996
H -0.100 2.051 -1.963
H -3.317 1.354 -1.959
H -3.026 -0.254 -0.270
H -1.345 -1.783 0.882
```

(two)
A 6-piece molecular cluster, C36H36O12 overall. Source: the OMol25 dataset; level of theory: the ωB97M-V functional and the def2-TZVPD basis.

Properties
Structure (SMILES): Oc1ccc(O)cc1.Oc1ccc(O)cc1.Oc1ccc(O)cc1.Oc1ccc(O)cc1.Oc1ccc(O)cc1.Oc1ccc(O)cc1
Highest occupied orbital energy, eV: -7.704
Total charge: 0
LUMO, eV: 0.368

Geometry as XYZ:
```
84
C36H36O12 (the ωB97M-V functional and the def2-TZVPD basis)
O -5.784 -4.673 3.033
C -4.718 -4.058 3.630
C -3.676 -4.793 4.128
C -2.602 -4.150 4.612
C -2.533 -2.714 4.458
O -1.360 -2.195 4.819
C -3.571 -2.042 3.902
C -4.758 -2.656 3.562
H -5.737 -5.271 2.285
H -3.692 -5.862 3.970
H -1.746 -4.751 4.880
H -1.368 -1.266 5.063
H -3.483 -0.974 3.767
H -5.665 -2.194 3.199
O 0.156 -5.817 -1.302
C 0.413 -5.160 -0.103
C -0.553 -4.343 0.437
C -0.401 -3.709 1.632
C 0.760 -3.870 2.282
O 0.853 -3.384 3.553
C 1.785 -4.722 1.838
C 1.618 -5.337 0.613
H 0.978 -5.998 -1.764
H -1.474 -4.228 -0.115
H -1.137 -3.033 2.043
H 0.030 -3.013 3.879
H 2.671 -4.874 2.438
H 2.481 -5.869 0.239
O 0.933 3.626 -3.203
C 2.024 3.728 -4.014
C 1.773 3.739 -5.399
C 2.831 3.808 -6.348
C 4.084 3.731 -5.856
O 5.034 3.496 -6.778
C 4.388 3.841 -4.507
C 3.343 3.753 -3.598
H 1.233 3.088 -2.467
H 0.810 3.504 -5.828
H 2.779 3.711 -7.422
H 5.957 3.482 -6.513
H 5.389 3.874 -4.101
H 3.504 3.914 -2.543
O 4.651 1.586 -0.137
C 5.231 1.352 -1.364
C 4.427 0.785 -2.379
C 5.050 0.646 -3.612
C 6.259 1.180 -3.882
O 6.636 1.112 -5.155
C 6.990 1.783 -2.870
C 6.502 1.828 -1.628
H 5.265 1.555 0.600
H 3.467 0.343 -2.156
H 4.445 0.190 -4.381
H 5.885 0.747 -5.629
H 7.919 2.326 -2.956
H 7.056 2.396 -0.896
O -7.652 1.439 0.106
C -6.781 1.695 1.130
C -5.466 1.199 1.006
C -4.589 1.497 2.036
C -5.004 2.215 3.181
O -3.960 2.361 4.041
C -6.303 2.733 3.266
C -7.184 2.510 2.226
H -7.258 0.993 -0.647
H -5.145 0.740 0.082
H -3.561 1.216 1.865
H -4.260 2.436 4.950
H -6.598 3.420 4.045
H -8.176 2.925 2.329
O 2.176 2.399 -0.804
C 1.080 1.697 -0.309
C -0.240 2.172 -0.433
C -1.304 1.520 0.169
C -1.051 0.333 0.850
O -2.015 -0.388 1.360
C 0.237 -0.103 1.016
C 1.374 0.583 0.549
H 3.020 2.056 -0.501
H -0.373 3.171 -0.821
H -2.288 1.919 -0.030
H -2.921 -0.193 1.108
H 0.488 -1.008 1.549
H 2.402 0.297 0.719
```

Which one is most stable, and which one is least stable? (one) is the most stable of them, while (two) is the least stable.

(one)
A 2-piece molecular cluster, CH3IO2 overall. Source: the OMol25 dataset; level of theory: the ωB97M-V functional and the def2-TZVPD basis.

Properties
Structure (SMILES): O=CI.O
Highest occupied orbital energy, eV: -10.368
Total charge: 0
LUMO, eV: -0.451

Geometry as XYZ:
```
7
CH3IO2 (the ωB97M-V functional and the def2-TZVPD basis)
O 1.516 0.259 0.245
C 1.871 -0.880 0.166
I 1.676 -2.393 1.723
H 2.108 -1.431 -0.821
O -1.229 0.270 0.232
H -0.302 0.430 -0.091
H -1.238 0.412 1.189
```

(two)
CH3IO2 as an isolated structure. Source: the OMol25 dataset; level of theory: the ωB97M-V functional and the def2-TZVPD basis.

Properties
Highest occupied orbital energy (alpha / beta), eV: -10.058 / -10.081
Total charge: 0
LUMO (alpha / beta), eV: -3.261 / -3.313

Geometry as XYZ:
```
7
CH3IO2 (the ωB97M-V functional and the def2-TZVPD basis)
C 0.151 -0.260 -0.140
O -0.196 1.017 0.261
O 1.209 -0.754 0.465
I 3.644 -0.001 -0.102
H -0.689 -0.946 0.222
H 0.236 -0.381 -1.127
H 0.043 1.071 1.117
```

Which one is most stable, and which one is least stable? (one) is the most stable of them, while (two) is the least stable.

(one)
One molecule with the formula C2HN3O3. Source: the OMol25 dataset; level of theory: the ωB97M-V functional and the def2-TZVPD basis.

Properties
Structure (SMILES): O=COc1nnon1
Highest occupied orbital energy, eV: -10.422
Total charge: 0
LUMO, eV: -0.433

Geometry as XYZ:
```
9
C2HN3O3 (the ωB97M-V functional and the def2-TZVPD basis)
O 0.306 -1.616 1.394
C 0.215 -0.448 1.771
O -0.365 0.746 1.003
C -0.168 0.449 -0.277
N -1.329 0.507 -1.175
N -0.814 0.436 -2.327
O 0.726 0.054 -2.202
N 1.028 0.075 -0.912
H 0.402 -0.203 2.725
```

(two)
C2HN3O3 as an isolated structure. Source: the OMol25 dataset; level of theory: the ωB97M-V functional and the def2-TZVPD basis.

Properties
Highest occupied orbital energy, eV: -10.316
Total charge: 0
LUMO, eV: -1.783

Geometry as XYZ:
```
9
C2HN3O3 (the ωB97M-V functional and the def2-TZVPD basis)
C 0.086 0.620 0.032
C -0.140 -0.281 -1.080
H 0.357 2.330 0.763
N 0.483 0.261 1.137
N -0.528 -2.070 0.620
N -0.691 -1.643 -0.598
O 0.003 1.910 -0.120
O 0.581 -1.072 1.500
O -0.152 -0.055 -2.253
```

Which one is most stable, and which one is least stable? (one) is the most stable of them, while (two) is the least stable.

(one)
One molecule with the formula C6H6N2. Source: the OMol25 dataset; level of theory: the ωB97M-V functional and the def2-TZVPD basis.

Properties
Highest occupied orbital energy (alpha / beta), eV: -7.680 / -7.733
Total charge: 0
LUMO (alpha / beta), eV: -1.567 / -1.002

Geometry as XYZ:
```
14
C6H6N2 (the ωB97M-V functional and the def2-TZVPD basis)
C -2.566 -1.937 1.531
C -1.742 -1.398 0.794
C -1.611 2.043 -0.128
C -0.701 -0.695 0.424
C 0.394 -0.084 0.004
C 1.633 -0.981 -0.309
N 0.595 1.188 -0.390
N -0.370 2.096 -0.428
H -3.117 -2.835 1.764
H -2.237 2.887 -0.033
H 2.270 -0.342 -0.814
H 2.173 -1.461 0.523
H 1.199 -1.635 -1.048
H 0.073 2.799 -0.970
```

(two)
One molecule with the formula C6H6N2. Source: the OMol25 dataset; level of theory: the ωB97M-V functional and the def2-TZVPD basis.

Properties
Structure (SMILES): CC/C(C#N)=C/C#N
Highest occupied orbital energy, eV: -10.193
Total charge: 0
LUMO, eV: -1.287

Geometry as XYZ:
```
14
C6H6N2 (the ωB97M-V functional and the def2-TZVPD basis)
C 1.560 -0.945 -0.125
C 1.091 0.531 0.028
C -0.472 0.616 -0.118
C -1.036 1.835 0.129
N -0.902 3.102 -0.152
C -1.224 -0.554 0.006
C -2.653 -0.568 0.024
N -3.742 -0.450 -0.055
H 2.686 -1.077 0.266
H 1.461 -1.632 -0.982
H 0.861 -1.514 0.457
H 1.578 1.439 -0.588
H 1.494 0.809 1.205
H -0.703 -1.592 -0.094
```

Which one is most stable, and which one is least stable? (two) is the most stable of them, while (one) is the least stable.

(one)
One molecule with the formula C6H6N2. Source: the OMol25 dataset; level of theory: the ωB97M-V functional and the def2-TZVPD basis.

Properties
Structure (SMILES): C#C[C@@]1(C#N)CCN1
Highest occupied orbital energy, eV: -9.521
Total charge: 0
LUMO, eV: 0.487

Geometry as XYZ:
```
14
C6H6N2 (the ωB97M-V functional and the def2-TZVPD basis)
C -1.255 2.248 0.039
C -0.161 1.468 -0.175
C 0.628 0.216 -0.146
C 2.053 0.419 -0.334
N 3.148 0.685 -0.148
C 0.252 -0.604 0.958
C -0.694 -1.365 -0.047
N -0.121 -0.695 -1.157
H -1.868 3.086 -0.115
H 1.256 -1.259 0.966
H 0.027 -0.183 1.923
H -1.784 -1.222 0.058
H -0.620 -2.528 -0.170
H -0.863 -0.266 -1.652
```

(two)
One molecule with the formula C6H6N2. Source: the OMol25 dataset; level of theory: the ωB97M-V functional and the def2-TZVPD basis.

Properties
Structure (SMILES): C1=C\C=N/N=C\C=C/1
Highest occupied orbital energy, eV: -8.695
Total charge: 0
LUMO, eV: 0.588

Geometry as XYZ:
```
14
C6H6N2 (the ωB97M-V functional and the def2-TZVPD basis)
C -1.200 1.103 0.283
C -1.594 -0.154 0.523
C -1.030 -1.151 -0.432
N 0.297 -1.437 -0.639
N 0.962 -1.152 0.456
C 1.603 -0.044 0.580
C 1.110 0.985 -0.401
C -0.052 1.618 -0.482
H -1.737 1.755 0.936
H -2.425 -0.291 1.176
H -1.650 -1.928 -1.066
H 2.098 0.427 1.639
H 1.962 1.496 -0.635
H -0.083 2.523 -1.202
```

Which one is most stable, and which one is least stable? (two) is the most stable of them, while (one) is the least stable.

(one)
A 2-piece molecular cluster, C4H11N2 overall. Source: the OMol25 dataset; level of theory: the ωB97M-V functional and the def2-TZVPD basis.

Properties
Highest occupied orbital energy (alpha / beta), eV: -18.538 / -21.499
Total charge: +2
LUMO (alpha / beta), eV: -9.550 / -11.165
2S+1: 2

Geometry as XYZ:
```
17
C4H11N2 (the ωB97M-V functional and the def2-TZVPD basis)
C 0.344 -2.073 -0.150
C 0.623 -0.658 -0.488
C 1.559 0.110 0.236
N 1.878 1.356 -0.007
H 0.094 -2.182 0.909
H -0.444 -2.526 -0.748
H 1.248 -2.675 -0.328
H 0.431 -0.354 -1.517
H 2.205 -0.390 0.956
H 2.464 1.833 0.674
H 1.296 1.970 -0.566
C -2.028 -0.056 0.091
N -2.150 1.197 0.292
H -2.145 -0.479 -0.902
H -1.921 -0.747 0.920
H -1.832 1.585 1.178
H -2.224 1.869 -0.470
```

(two)
An isolated ion of composition C4H11N2 and charge +2. Source: the OMol25 dataset; level of theory: the ωB97M-V functional and the def2-TZVPD basis.

Properties
Highest occupied orbital energy (alpha / beta), eV: -19.993 / -21.610
Total charge: +2
LUMO (alpha / beta), eV: -8.815 / -12.134
2S+1: 2

Geometry as XYZ:
```
17
C4H11N2 (the ωB97M-V functional and the def2-TZVPD basis)
C 1.416 -0.112 0.921
C 0.643 1.027 0.098
C -0.732 0.655 -0.415
C -1.871 0.592 0.382
N -0.740 -0.070 -1.600
N 0.963 -1.564 0.538
H 0.999 0.015 1.913
H 2.470 -0.073 0.667
H 1.294 1.150 -0.792
H 0.659 1.859 0.803
H -2.752 0.023 0.056
H -1.987 1.301 1.191
H -1.707 -0.270 -1.853
H -0.074 0.333 -2.259
H -0.044 -1.545 0.700
H 1.435 -2.156 1.222
H 1.036 -1.759 -0.460
```

Which one is most stable, and which one is least stable? (one) is the most stable of them, while (two) is the least stable.